Record 1
DFT (ωB97M-V/def2-TZVPD) results for C52H73Cl2N2O2P2SbSi4TeTi as an isolated structure in a non-equilibrium geometry.

Positions of all 140 atoms, in Å:
Ti: -0.40 0.23 0.00
C: -1.90 2.17 2.74
P: -0.50 1.02 2.53
C: 0.96 2.19 2.67
N: 0.90 3.18 3.50
C: 1.93 4.06 3.57
C: 1.88 5.15 4.48
C: 2.90 6.04 4.52
C: 4.03 5.89 3.66
C: 4.11 4.85 2.79
C: 3.04 3.91 2.73
N: 3.10 2.88 1.85
C: 2.12 2.03 1.80
P: 2.14 0.70 0.46
C: 2.77 1.73 -0.92
C: 3.60 -0.41 0.82
C: 3.96 -1.04 -0.54
C: 4.81 0.33 1.39
C: 3.20 -1.53 1.78
C: -0.48 0.06 4.13
C: 0.82 -0.75 4.17
C: -1.67 -0.90 4.09
C: -0.59 0.96 5.36
H: -1.65 2.97 3.45
H: -2.76 1.61 3.11
H: -2.18 2.60 1.78
H: 1.00 5.24 5.11
H: 2.87 6.87 5.21
H: 4.84 6.61 3.71
H: 4.94 4.71 2.12
H: 3.80 2.06 -0.74
H: 2.15 2.61 -1.02
H: 2.71 1.15 -1.83
H: 4.52 -0.35 -1.17
H: 3.07 -1.36 -1.09
H: 4.58 -1.92 -0.36
H: 5.09 1.21 0.81
H: 5.65 -0.37 1.39
H: 4.64 0.65 2.42
H: 2.41 -2.16 1.37
H: 2.86 -1.14 2.74
H: 4.09 -2.14 1.97
H: 0.83 -1.48 3.36
H: 0.87 -1.28 5.12
H: 1.71 -0.12 4.10
H: -1.70 -1.49 3.17
H: -2.62 -0.38 4.20
H: -1.58 -1.60 4.92
H: 0.16 1.75 5.39
H: -0.47 0.34 6.25
H: -1.58 1.43 5.42
Cl: -3.64 -1.42 -6.14
C: -2.57 -1.00 -4.83
C: -1.19 -1.02 -5.05
C: -0.36 -0.68 -4.00
Cl: 1.36 -0.70 -4.27
C: -0.84 -0.31 -2.75
O: 0.03 0.06 -1.80
C: -2.25 -0.31 -2.53
C: -2.88 0.02 -1.30
O: -2.25 0.41 -0.19
C: -3.09 -0.66 -3.61
H: -0.79 -1.30 -6.01
H: -3.96 -0.04 -1.23
H: -4.16 -0.66 -3.46
C: 1.22 7.68 0.03
C: 1.08 6.71 1.01
C: 0.54 5.47 0.69
C: 0.12 5.19 -0.61
C: 0.26 6.17 -1.59
C: 0.81 7.40 -1.27
Sb: -0.76 3.29 -0.97
C: -0.81 3.31 -3.08
C: -1.76 4.02 -3.81
C: -1.72 4.01 -5.20
C: -0.73 3.30 -5.86
C: 0.22 2.60 -5.14
C: 0.18 2.60 -3.75
C: -2.77 3.87 -0.60
C: -3.06 4.81 0.39
C: -4.37 5.16 0.68
C: -5.42 4.58 -0.02
C: -5.15 3.65 -1.02
C: -3.84 3.30 -1.30
H: 1.64 8.64 0.27
H: 1.41 6.91 2.03
H: 0.44 4.72 1.47
H: -0.05 5.97 -2.61
H: 0.91 8.16 -2.04
H: -2.53 4.59 -3.30
H: -2.46 4.56 -5.76
H: -0.71 3.28 -6.95
H: 0.99 2.03 -5.65
H: 0.92 2.02 -3.21
H: -2.26 5.29 0.94
H: -4.57 5.90 1.45
H: -6.44 4.86 0.20
H: -5.96 3.20 -1.57
H: -3.64 2.57 -2.08
C: -2.70 -7.02 -1.01
Si: -2.52 -5.32 -0.25
C: -3.03 -5.40 1.55
C: -3.61 -4.12 -1.15
Si: -0.32 -4.55 -0.34
Te: -0.57 -2.32 0.63
Si: 1.06 -5.73 1.12
C: 0.83 -5.11 2.87
C: 2.86 -5.56 0.64
C: 0.61 -7.55 1.07
Si: 0.46 -4.74 -2.51
C: 2.01 -3.75 -2.82
C: -0.86 -4.22 -3.71
C: 0.85 -6.56 -2.79
H: -3.70 -7.41 -0.81
H: -1.97 -7.74 -0.61
H: -2.56 -6.98 -2.10
H: -4.09 -5.63 1.64
H: -2.84 -4.44 2.04
H: -2.47 -6.17 2.09
H: -4.67 -4.36 -0.98
H: -3.43 -4.14 -2.23
H: -3.43 -3.10 -0.80
H: 1.27 -4.11 2.98
H: 1.31 -5.79 3.57
H: -0.23 -5.02 3.13
H: 3.21 -4.54 0.80
H: 3.02 -5.81 -0.41
H: 3.47 -6.23 1.25
H: -0.41 -7.72 1.44
H: 1.30 -8.12 1.71
H: 0.67 -7.96 0.06
H: 1.76 -2.70 -2.99
H: 2.49 -4.13 -3.73
H: 2.72 -3.81 -2.00
H: -1.27 -3.24 -3.46
H: -1.69 -4.93 -3.73
H: -0.45 -4.16 -4.72
H: 1.72 -6.87 -2.21
H: 1.07 -6.74 -3.85
H: 0.01 -7.20 -2.51

⟨S²⟩: 2.04
LUMO (spin up / spin down), hartree: -0.0332 / -0.0361
Multiplicity: 3
Charge: 0
ΔE to the lowest compared entry with this formula, charge and spin, kcal per mole: 0.00

***

Record 2
DFT (ωB97M-V/def2-TZVPD) results for C35H95HgN8O9 as an isolated structure in a non-equilibrium geometry.

Positions of all 148 atoms, in Å:
Hg: -10.32 13.86 19.93
C: -11.55 8.22 17.24
C: -11.15 9.69 16.97
C: -11.49 10.05 15.48
O: -11.77 10.58 17.86
H: -11.01 7.95 18.15
H: -11.19 7.66 16.37
H: -12.62 8.00 17.33
H: -10.07 9.77 16.98
H: -12.56 9.84 15.51
H: -10.92 9.42 14.80
H: -11.51 11.12 15.27
C: -5.91 11.25 22.59
C: -7.21 10.34 22.72
C: -7.11 9.47 23.95
O: -8.09 8.50 23.89
C: -8.19 7.67 25.04
N: -8.47 11.07 22.76
H: -6.14 12.01 21.83
H: -5.08 10.75 22.09
H: -5.57 11.90 23.40
H: -7.37 9.81 21.78
H: -7.25 10.01 24.88
H: -6.14 8.97 23.95
H: -7.32 7.03 25.22
H: -9.07 7.03 25.03
H: -8.10 8.24 25.97
H: -9.03 10.42 23.29
H: -8.48 11.78 23.48
C: -10.31 17.55 15.29
C: -10.13 16.22 15.99
C: -8.71 15.76 15.85
O: -8.59 14.55 16.56
C: -7.23 14.03 16.65
N: -10.52 16.44 17.40
H: -10.26 17.58 14.21
H: -9.75 18.44 15.58
H: -11.34 17.88 15.41
H: -10.77 15.46 15.55
H: -8.12 16.59 16.24
H: -8.42 15.50 14.83
H: -6.69 13.96 15.71
H: -7.36 13.02 17.02
H: -6.59 14.58 17.35
H: -11.48 16.75 17.44
H: -10.00 17.27 17.67
C: -10.56 13.79 6.85
C: -10.47 13.84 8.38
C: -11.04 12.59 9.12
O: -12.46 12.55 8.75
C: -13.26 13.25 9.61
N: -9.10 14.12 8.82
H: -10.33 12.76 6.60
H: -9.91 14.59 6.49
H: -11.59 13.97 6.54
H: -11.02 14.69 8.79
H: -10.88 12.61 10.20
H: -10.53 11.72 8.70
H: -13.28 12.84 10.62
H: -14.21 13.40 9.09
H: -12.80 14.23 9.74
H: -8.90 15.05 8.48
H: -8.46 13.53 8.31
C: -13.80 6.48 23.32
C: -14.89 7.50 23.68
C: -15.02 7.57 25.16
O: -15.53 6.32 25.70
C: -15.71 6.54 27.07
N: -14.52 8.86 23.19
H: -13.61 6.29 22.26
H: -13.99 5.57 23.90
H: -12.86 6.81 23.76
H: -15.85 7.13 23.31
H: -15.78 8.32 25.37
H: -14.06 7.88 25.57
H: -14.78 6.64 27.61
H: -16.41 5.80 27.46
H: -16.23 7.50 27.16
H: -14.14 8.92 22.25
H: -15.32 9.48 23.13
C: -7.67 4.35 20.40
C: -6.25 4.89 20.28
C: -5.16 3.82 19.83
O: -3.78 4.26 19.61
C: -3.09 4.46 20.90
N: -6.22 6.00 19.33
H: -8.24 4.76 21.23
H: -7.68 3.29 20.68
H: -8.28 4.47 19.50
H: -5.99 5.28 21.26
H: -5.51 3.69 18.80
H: -5.34 2.97 20.49
H: -2.69 3.56 21.38
H: -3.78 4.91 21.62
H: -2.26 5.12 20.67
H: -7.07 6.53 19.49
H: -6.31 5.62 18.40
C: -16.35 13.87 15.71
C: -17.28 12.66 16.18
C: -17.35 11.42 15.23
O: -18.20 10.40 15.59
C: -18.02 9.05 15.07
N: -16.71 12.10 17.44
H: -16.15 14.60 16.50
H: -16.82 14.42 14.89
H: -15.42 13.40 15.39
H: -18.32 12.96 16.34
H: -16.31 11.10 15.19
H: -17.64 11.81 14.25
H: -17.07 8.63 15.39
H: -17.93 9.02 13.98
H: -18.85 8.43 15.42
H: -17.09 11.23 17.10
H: -15.72 11.93 17.35
C: -14.86 14.45 24.24
C: -13.57 15.07 23.63
C: -12.51 15.27 24.69
O: -11.80 14.12 25.13
C: -10.73 14.45 26.04
N: -13.06 13.95 22.80
H: -14.98 13.43 24.62
H: -15.65 14.34 23.51
H: -15.15 15.12 25.05
H: -13.86 15.95 23.07
H: -12.98 15.79 25.52
H: -11.82 15.99 24.24
H: -10.09 13.57 26.08
H: -11.13 14.70 27.03
H: -10.13 15.32 25.77
H: -12.96 13.12 23.37
H: -13.90 13.81 22.25
C: -10.42 -2.95 16.93
C: -10.41 -1.65 16.13
C: -10.17 -0.43 17.08
O: -10.68 0.70 16.41
C: -9.82 1.42 15.59
N: -9.21 -1.72 15.26
H: -11.09 -2.98 17.79
H: -9.41 -3.14 17.28
H: -10.92 -3.75 16.37
H: -11.39 -1.72 15.67
H: -9.13 -0.33 17.40
H: -10.73 -0.42 18.02
H: -9.56 0.93 14.65
H: -8.92 1.67 16.14
H: -10.33 2.38 15.44
H: -9.31 -2.49 14.61
H: -9.12 -0.83 14.79

LUMO, hartree: -0.3020
Charge: +1
ΔE to the lowest compared entry with this formula, charge and spin, kcal per mole: 317.34

***

Record 3
DFT (ωB97M-V/def2-TZVPD) results for a single C7H11N molecule in a non-equilibrium geometry.

Positions of all 19 atoms, in Å:
H: 1.31 1.82 1.64
N: 1.86 1.39 0.90
C: 1.17 0.86 -0.03
C: 1.90 0.24 -1.18
C: -0.35 1.16 -0.30
C: -1.04 -0.09 0.15
C: -2.51 -0.25 -0.10
C: -0.25 -0.95 0.74
C: 0.32 -2.02 1.24
H: 1.38 -0.66 -1.51
H: 1.93 0.93 -2.02
H: 2.92 -0.01 -0.89
H: -0.63 2.00 0.34
H: -0.57 1.37 -1.36
H: -2.85 -1.22 0.27
H: -3.07 0.54 0.39
H: -2.71 -0.19 -1.17
H: 0.54 -2.89 0.64
H: 0.65 -2.05 2.27

LUMO, hartree: 0.0330
Charge: 0
ΔE to the lowest compared entry with this formula, charge and spin, kcal per mole: 59.89

***

Record 4
DFT (ωB97M-V/def2-TZVPD) results for C5H8O2 as an isolated structure in a non-equilibrium geometry.

Positions of all 15 atoms, in Å:
O: 2.51 0.65 0.90
C: 1.78 0.04 -0.14
C: 0.42 -0.32 0.38
O: -0.28 0.86 0.82
C: -1.48 0.16 0.49
C: -1.68 0.27 -0.98
C: -0.76 -0.80 -0.44
H: 1.93 1.32 1.28
H: 1.68 0.70 -1.02
H: 2.29 -0.87 -0.45
H: 0.49 -0.97 1.25
H: -2.00 -0.20 1.37
H: -1.30 1.16 -1.48
H: -2.60 -0.14 -1.40
H: -1.00 -1.85 -0.59

LUMO, hartree: 0.0383
Charge: 0
ΔE to the lowest compared entry with this formula, charge and spin, kcal per mole: 71.22

***

DFT total energy list, top to bottom, in Ha: -6404.2663, -2658.3187, -327.9925, -345.6915